(1)
# C20H20ClN4

A 5-piece molecular cluster, C20H20ClN4 overall in a non-equilibrium geometry (the ωB97M-V functional and the def2-TZVPD basis, the Open Molecules 2025 dataset).

Last column: Löwdin charge in e.
CARTESIAN COORDINATES (ANGSTROEM)
Cl 0.765376 0.127610 -0.076177  0.231
N 2.777916 1.426340 3.404233  0.052
C 2.706116 2.316030 2.320753  -0.129
C 3.120256 3.672110 2.363253  -0.094
C 3.471816 4.280340 3.570863  -0.086
C 3.596496 3.412600 4.710773  -0.054
C 3.278426 1.995450 4.560563  -0.130
H 2.202616 1.937240 1.443603  0.019
H 3.057116 4.309130 1.493423  0.091
H 3.812706 5.303170 3.507573  0.095
H 4.039826 3.888640 5.572893  0.082
H 3.512956 1.323880 5.373203  0.085
N -0.158204 -1.166400 3.668043  0.053
C -0.286874 -1.470550 5.027953  -0.112
C -1.553994 -1.641770 5.634593  -0.095
C -2.718764 -1.496440 4.892813  -0.070
C -2.566584 -1.095120 3.523993  -0.076
C -1.307844 -0.891280 2.960843  -0.161
H 0.634016 -1.600900 5.576923  0.091
H -1.544854 -1.978080 6.660853  0.092
H -3.667794 -1.516300 5.407923  0.096
H -3.394484 -0.974340 2.841063  0.089
H -1.224654 -0.713630 1.898813  0.045
N 0.788446 -2.115230 -3.812007  0.065
C 0.113576 -2.521090 -2.708367  -0.159
C -0.409824 -3.806810 -2.682957  -0.086
C -0.410984 -4.675420 -3.782787  -0.082
C 0.325266 -4.278180 -4.881157  -0.104
C 0.887476 -3.013290 -4.894737  -0.114
H 0.128176 -1.930270 -1.804427  0.034
H -0.760424 -4.201320 -1.740697  0.094
H -0.604084 -5.725850 -3.622437  0.102
H 0.473516 -4.981640 -5.687117  0.097
H 1.340456 -2.713100 -5.828057  0.093
N -0.493624 0.965780 -4.019147  0.074
C -0.913564 1.494200 -5.167537  -0.180
C -2.010374 2.311760 -5.298577  -0.064
C -2.884974 2.527630 -4.153697  -0.043
C -2.481504 1.884740 -2.966237  -0.088
C -1.342464 1.090580 -2.964387  -0.156
H -0.251184 1.521240 -6.020127  0.101
H -2.300994 2.821860 -6.205077  0.091
H -3.699654 3.222890 -4.014697  0.094
H -3.071844 1.954710 -2.064567  0.094
H -0.973014 0.719080 -2.019987  0.025

Cartesian forces (eV/Å) of the 6 atoms listed first:
0.027 0.003 0.034
0.946 3.262 -0.124
0.145 -0.189 2.331
-0.918 -0.732 0.643
0.562 -2.736 0.315
-0.431 -0.410 -2.250

Output
⟨S²⟩	0.75
spin multiplicity	2
HOMO (alpha / beta)	-9.220 / -9.219	eV
gap between HOMO and LUMO (alpha / beta)	9.94 / 5.20	eV

---

(2)
# C3H4BrNO2

A 2-piece molecular cluster, C3H4BrNO2 overall in a non-equilibrium geometry (the ωB97M-V functional and the def2-TZVPD basis, the Open Molecules 2025 dataset).

Last column: Löwdin charge in e.
CARTESIAN COORDINATES (ANGSTROEM)
O -1.265129 3.170419 1.063743  0.141
C -1.644559 2.212534 0.509441  -0.428
N -2.650825 1.625871 0.156529  -0.398
Br -3.164631 -0.101705 -0.061499  0.718
C 1.497532 -1.157069 -0.832277  -0.056
C 0.979044 -0.894579 0.535493  -0.355
O -0.180209 -0.923142 0.816792  -0.013
H 0.537901 -1.073211 -1.443487  0.112
H 2.184396 -0.344284 -0.971092  0.072
H 1.859140 -2.132576 -0.959006  0.061
H 1.847337 -0.382257 1.185366  0.146

Cartesian forces (eV/Å) of the 6 atoms listed first:
2.377 -0.145 -0.394
-2.549 1.681 1.705
-0.134 -1.618 -1.242
0.203 0.042 -0.091
-3.056 0.943 -0.347
1.881 1.614 0.559

Output
spin multiplicity	1
energy above the lowest of the compared OMol25 structures with the same formula, charge and spin	51.8	kcal per mole
HOMO	-9.845	eV
gap between HOMO and LUMO	9.75	eV

---

(3)
# C3H6N4S

One molecule with the formula C3H6N4S in a non-equilibrium geometry (the ωB97M-V functional and the def2-TZVPD basis, the Open Molecules 2025 dataset).

Last column: Löwdin charge in e.
CARTESIAN COORDINATES (ANGSTROEM)
H -2.666423 -0.826307 0.732894  0.057
N -1.815057 -0.364634 1.146239  0.098
C -0.894630 -0.230048 0.282867  -0.476
N -0.768199 -0.526086 -1.067546  0.117
C 0.471715 -0.100058 -1.500470  -0.761
S 0.996999 -0.215336 -3.176871  0.792
N 1.163925 0.412246 -0.537295  0.099
N 0.350411 0.313232 0.563775  -0.145
C 0.732053 0.876490 1.826002  -0.042
H -1.504751 -0.869483 -1.654782  0.141
H 1.414070 -1.485332 -3.110971  -0.137
H 0.478253 1.930666 1.904494  0.082
H 0.224763 0.322086 2.636573  0.087
H 1.816871 0.762565 1.955090  0.088

Cartesian forces (eV/Å) of the 6 atoms listed first:
1.208 0.669 0.598
-1.701 -0.803 -0.425
0.910 0.321 -0.031
-0.065 -0.006 -0.015
0.267 0.062 0.008
-0.083 0.143 0.202

Output
spin multiplicity	1
energy above the lowest of the compared OMol25 structures with the same formula, charge and spin	22.9	kcal per mole
HOMO	-8.098	eV
gap between HOMO and LUMO	8.67	eV

---

Q: The highest spin multiplicity belongs to which entry?
A: C20H20ClN4

---

Q: Number 3 is which compound?
A: C3H6N4S